{
  "formula": "C41H31BrF11N2O4PS2",
  "method": "wB97M-V/def2-TZVPD",
  "smiles": "NP(O)c1cc2c(c(S(=O)(=O)C(F)(F)C(F)(F)C(F)(F)F)c1)Sc1cccc(CC(=O)Br)c1N2.Fc1ccccc1.Fc1ccccc1.Fc1ccccc1.Fc1ccccc1",
  "max_force_ev_per_a": 2.2,
  "homo_lumo_gap_ev": 8.147,
  "elements": ["N", "P", "O", "C", "C", "C", "C", "C", "S", "O", "O", "C", "F", "F", "C", "F", "F", "C", "F", "F", "F", "C", "S", "C", "C", "C", "C", "C", "C", "C", "O", "Br", "C", "N", "H", "H", "H", "H", "H", "H", "H", "H", "H", "H", "H", "F", "C", "C", "C", "C", "C", "C", "H", "H", "H", "H", "H", "F", "C", "C", "C", "C", "C", "C", "H", "H", "H", "H", "H", "F", "C", "C", "C", "C", "C", "C", "H", "H", "H", "H", "H", "F", "C", "C", "C", "C", "C", "C", "H", "H", "H", "H", "H"],
  "coordinates": [[-4.68150, -2.26820, -3.64657], [-3.16834, -1.91742, -4.37636], [-2.47691, -3.41838, -4.37835], [-2.25024, -1.04914, -3.03551], [-1.20512, -0.24686, -3.45745], [-0.42064, 0.47168, -2.55389], [-0.70577, 0.36575, -1.19296], [-1.77103, -0.43807, -0.76420], [-2.23650, -0.59724, 0.93244], [-2.28173, 0.67345, 1.59361], [-3.46052, -1.34500, 0.99998], [-0.87703, -1.54778, 1.80436], [0.27788, -1.42220, 1.13974], [-0.75920, -1.01529, 3.01071], [-1.23634, -3.05623, 1.94676], [-1.71312, -3.53732, 0.79853], [-2.14015, -3.16710, 2.91986], [-0.00913, -3.91728, 2.35011], [0.62047, -3.39529, 3.39062], [0.82796, -4.07958, 1.34433], [-0.46314, -5.12020, 2.71091], [-2.54085, -1.14466, -1.67959], [0.33640, 1.28995, -0.09642], [0.50878, 2.76055, -1.07577], [0.50991, 4.00707, -0.47404], [0.64242, 5.14230, -1.26199], [0.75629, 4.98953, -2.63396], [0.75743, 3.73783, -3.24339], [0.86059, 3.70087, -4.75490], [-0.34934, 4.41965, -5.29118], [-0.37541, 5.52125, -5.69133], [-1.98611, 3.34623, -5.26757], [0.63059, 2.59680, -2.45225], [0.61584, 1.30082, -3.01228], [-4.80697, -1.78817, -2.76327], [-4.80705, -3.26588, -3.51847], [-2.15627, -3.60226, -5.26526], [-0.97396, -0.15713, -4.51275], [-3.36546, -1.74717, -1.32890], [0.41319, 4.05933, 0.59914], [0.62110, 6.10838, -0.78499], [0.83018, 5.87511, -3.24898], [0.85049, 2.70665, -5.18137], [1.70649, 4.26505, -5.11754], [0.57915, 1.35712, -4.01731], [0.21519, 2.31067, 6.51730], [0.80764, 1.12904, 6.78170], [0.47762, 0.02779, 6.01782], [1.09363, -1.18493, 6.29162], [2.01848, -1.28237, 7.32298], [2.33209, -0.16281, 8.08060], [1.72741, 1.05645, 7.80887], [-0.25122, 0.12327, 5.22442], [0.84954, -2.05561, 5.69806], [2.49377, -2.22872, 7.53637], [3.04934, -0.23939, 8.88662], [1.96287, 1.94293, 8.38264], [3.52079, -2.87204, 9.64659], [3.92083, -4.15419, 9.77512], [2.96540, -5.14856, 9.82965], [3.38032, -6.46622, 9.95696], [4.73308, -6.76830, 10.03571], [5.67550, -5.75040, 9.98237], [5.27103, -4.43036, 9.84652], [1.91638, -4.88966, 9.77341], [2.64484, -7.25833, 9.99492], [5.05203, -7.79683, 10.13840], [6.72972, -5.98348, 10.04700], [5.98877, -3.62254, 9.79547], [-4.80367, 1.44598, -3.93819], [-6.08324, 1.17165, -3.61052], [-6.61720, -0.05116, -3.96156], [-7.93248, -0.32710, -3.61588], [-8.69132, 0.61773, -2.93827], [-8.13263, 1.84283, -2.59979], [-6.81607, 2.12530, -2.93278], [-6.01027, -0.77207, -4.49288], [-8.36475, -1.28374, -3.87695], [-9.71731, 0.39886, -2.67392], [-8.72270, 2.58178, -2.07469], [-6.35823, 3.07021, -2.67190], [3.29438, 2.76688, -5.80864], [4.17603, 3.02706, -6.80356], [3.69345, 3.42889, -8.03189], [4.59930, 3.69981, -9.04708], [5.96177, 3.55783, -8.82283], [6.42215, 3.14835, -7.57869], [5.52488, 2.88342, -6.55453], [2.62683, 3.52691, -8.18746], [4.23931, 4.02225, -10.01451], [6.66448, 3.76681, -9.61806], [7.48322, 3.03412, -7.40360], [5.86173, 2.57045, -5.57524]],
  "mulliken_charge": [-0.54, 0.04, -0.52, 0.49, -1.02, -0.15, 0.28, -0.17, 1.40, -0.63, -0.68, 0.58, -0.27, -0.21, 0.69, -0.23, -0.28, 0.51, -0.18, -0.24, -0.27, -0.68, -0.27, 1.00, -0.73, -0.93, -0.63, 1.14, -0.62, 0.39, -0.45, -0.18, -0.39, -0.29, 0.23, 0.26, 0.34, 0.33, 0.78, 0.45, 0.40, 0.44, 0.26, 0.35, 0.20, -0.31, 0.33, -0.52, -0.28, -0.57, -0.33, -0.50, 0.57, 0.41, 0.40, 0.38, 0.42, -0.26, 0.43, -0.39, -0.33, -0.57, -0.32, -0.47, 0.43, 0.35, 0.37, 0.35, 0.40, -0.21, 0.53, -0.48, -0.44, -0.55, -0.33, -0.55, 0.52, 0.38, 0.37, 0.37, 0.42, -0.19, 0.40, -0.34, -0.40, -0.56, -0.35, -0.49, 0.42, 0.36, 0.37, 0.36, 0.41]
}